ORCA calculation (ωB97M-V/def2-TZVPD) on C11H28AlBrClNO6PS2 as an isolated structure in a non-equilibrium geometry.

Its charge is -1. The highest occupied orbital energy comes out at -4.18 eV. The value obtained for the energy above the lowest of the compared OMol25 structures with the same formula, charge and spin is 119.3 kcal per mole. For the gap between HOMO and LUMO, the calculation gives 5.9 eV.

```
52
Properties=species:S:1:pos:R:3:mulliken_charge:R:1
C 3.3165 -0.6973 4.5023 -0.947
C 2.9530 0.6563 3.6336 0.301
O 4.0178 1.7072 3.7505 -0.597
C 2.6393 0.3301 2.0231 -0.417
N 1.1623 0.5124 1.7371 -0.183
C 0.6272 -0.4960 0.7448 -0.489
C -0.9832 -0.1792 0.4226 0.019
O -1.6152 0.6908 1.4279 -0.503
Al -3.0591 -0.1785 2.3000 0.347
C -3.6930 0.8902 3.9818 -0.572
C -2.5552 2.0175 4.3575 0.484
O -1.4452 1.7996 5.0695 -0.528
Cl -2.7853 3.7818 3.7225 -0.265
P -2.2864 -2.3119 2.9532 0.142
O -3.5061 -3.1104 3.9580 -0.540
Br -0.4985 -1.9489 4.3040 -0.245
H 3.5766 -0.3764 5.6031 0.278
H 4.1944 -1.2596 3.9678 0.286
H 2.4130 -1.4457 4.5546 0.129
H 2.0002 1.1404 4.1644 0.161
H 3.5013 2.5828 3.6545 0.336
H 3.3217 1.1074 1.4267 0.213
H 3.0545 -0.7390 1.7135 0.264
H 0.6644 0.3162 2.6511 0.062
H 1.2461 -0.5585 -0.2662 0.244
H 0.7205 -1.5749 1.2372 0.285
H -1.5943 -1.1617 0.1972 0.292
H -0.9846 0.4421 -0.5969 -0.012
H -4.2545 -0.2534 1.2444 -0.285
H -3.9067 0.1703 4.9092 0.259
H -4.6797 1.4948 3.6914 0.279
H -2.9683 -3.7881 4.4765 0.302
C -3.2348 -2.3994 -3.5899 -0.969
S -1.5390 -2.2251 -2.9837 0.339
O -1.6111 -1.9915 -1.5038 -0.541
C -1.2256 -0.6272 -3.7719 -0.941
H -3.6545 -3.3247 -3.1879 0.326
H -3.8392 -1.5524 -3.2566 0.293
H -3.2285 -2.4496 -4.6812 0.357
H -1.9559 0.1088 -3.4271 0.414
H -1.2875 -0.7375 -4.8571 0.331
H -0.2208 -0.2960 -3.4991 0.352
C 1.3284 1.9554 -6.5324 -0.933
S 2.1642 0.5545 -5.7498 0.388
O 1.3053 0.0976 -4.6080 -0.534
C 3.5267 1.5194 -5.0532 -0.975
H 0.4133 1.5933 -7.0073 0.297
H 1.0738 2.7058 -5.7802 0.309
H 1.9815 2.3917 -7.2917 0.378
H 3.1344 2.2972 -4.3935 0.313
H 4.1052 1.9706 -5.8628 0.384
H 4.1704 0.8484 -4.4796 0.314
```

=====

ORCA calculation (ωB97M-V/def2-TZVPD) on C4H6FMgO4 as an isolated structure in a non-equilibrium geometry.

The highest occupied orbital energy (alpha / beta) comes out at -6.25 / -9.95 eV. The value obtained for the energy above the lowest of the compared OMol25 structures with the same formula, charge and spin is 0.0 kcal per mole. For the gap between HOMO and LUMO (alpha / beta), the calculation gives 6.8 / 9.7 eV. The expectation value of S² is 0.75. Its spin multiplicity is 2.

```
16
Properties=species:S:1:pos:R:3:mulliken_charge:R:1
O -0.4508 -0.2494 -1.3503 -0.856
C -1.5143 0.5077 -1.0557 0.433
C -1.5438 0.7517 0.4549 -0.580
O -1.0322 -0.4415 1.0525 -0.381
C 0.2240 -0.7407 0.6981 1.398
O 1.1017 0.1662 1.0887 -0.305
O 0.5338 -1.9245 0.4584 -0.820
C 2.4059 0.0995 0.5095 -0.622
H -2.5550 0.9122 0.8389 0.314
F -2.7277 -0.1650 -1.3919 -0.364
H -1.5535 1.4562 -1.6180 0.278
H -0.8941 1.6021 0.7015 0.307
H 2.9422 0.9780 0.8776 0.245
H 2.9075 -0.8253 0.8174 0.282
H 2.3397 0.1155 -0.5853 0.262
Mg -0.1835 -2.2427 -1.4964 0.411
```

=====

ORCA calculation (ωB97M-V/def2-TZVPD) on a 2-piece molecular cluster, C5H8O overall.

The SMILES is C=CC=C.C=O. The highest occupied orbital energy comes out at -9.23 eV. The value obtained for the energy above the lowest of the compared OMol25 structures with the same formula, charge and spin is 58.5 kcal per mole. For the gap between HOMO and LUMO, the calculation gives 9.9 eV.

```
14
Properties=species:S:1:pos:R:3:mulliken_charge:R:1
C 1.4529 0.6560 -0.8456 -0.635
C 1.0812 -0.0345 0.2321 -0.437
C 0.3016 -1.2786 0.1203 0.093
C -0.7295 -1.4816 -0.6975 -0.833
H 1.0868 0.3663 -1.8267 0.261
H 2.1743 1.4629 -0.7980 0.280
H 1.4510 0.2524 1.2192 0.444
H 0.6918 -2.0978 0.7194 0.304
H -1.1821 -0.6777 -1.2732 0.250
H -1.1833 -2.4623 -0.7928 0.268
C -1.2843 1.3280 0.9863 -0.096
O -2.1958 0.6866 0.5320 -0.393
H -0.8354 2.1891 0.4511 0.242
H -0.8291 1.0910 1.9735 0.253
```

=====

What is the energy above the lowest of the compared OMol25 structures with the same formula, charge and spin in the second record?
0.0 kcal per mole

=====

What is the energy above the lowest of the compared OMol25 structures with the same formula, charge and spin in the first record?
119.3 kcal per mole